*1*
# C4H8N2O3

2 unconnected molecules or ions with the total composition C4H8N2O3 (ωB97M-V/def2-TZVPD, OMol25).

Bonds (Å) are listed after each position.
Geometry (Å):
1 C 0.250 0.145 1.521  C2 1.330, H7 1.075, H8 1.078
2 C 0.829 -0.126 0.354  C1 1.330, C3 1.491, N4 1.463
3 C 0.555 -1.306 -0.515  C2 1.491, H9 1.086, H10 1.089, H11 1.092
4 N 2.025 0.638 -0.003  C2 1.463, O5 1.211, O6 1.211
5 O 2.664 0.260 -0.960  N4 1.211
6 O 2.313 1.596 0.680  N4 1.211
7 H -0.575 -0.444 1.878  C1 1.075
8 H 0.568 0.978 2.127  C1 1.078
9 H -0.509 -1.524 -0.531  C3 1.086
10 H 0.905 -1.127 -1.530  C3 1.089
11 H 1.090 -2.175 -0.127  C3 1.092
12 C -0.225 1.548 -1.095  N13 1.262, H15 1.078, H16 1.084
13 N -1.351 0.983 -1.020  C12 1.262, O14 1.390
14 O -2.057 1.241 0.149  N13 1.390, H17 0.968
15 H 0.323 1.378 -2.007  C12 1.078
16 H 0.118 2.303 -0.397  C12 1.084
17 H -2.889 0.756 0.052  O14 0.968

Calculated values
- HOMO level (Eh) = -0.3666
- SMILES = C=C(C)[N+](=O)[O-].C=NO
- Kohn-Sham gap (eV) = 9.51

Let us look at the Löwdin charges, expressed in e, one per atom: 0.107, -0.349, -0.042, -0.399, 0.079, 0.065, 0.084, 0.087, 0.083, 0.081, 0.094, -0.069, -0.068, -0.054, 0.098, 0.100, 0.102

---

*2*
# C4H8N2O3

2 unconnected molecules or ions with the total composition C4H8N2O3 (ωB97M-V/def2-TZVPD, OMol25).

Bonds (Å) are listed after each position.
Geometry (Å):
1 C 0.356 1.978 -0.524  O2 1.431, H6 1.093, H7 1.093, H8 1.094
2 O -0.305 1.052 0.345  C1 1.431, C3 1.405
3 C -1.270 0.250 -0.287  O2 1.405, C4 1.496, O5 1.217
4 C -2.181 -0.372 0.724  C3 1.496, H9 1.091, H10 1.093, H11 1.093
5 O -1.349 0.113 -1.493  C3 1.217
6 H 1.132 1.463 -1.097  C1 1.093
7 H 0.813 2.747 0.103  C1 1.093
8 H -0.324 2.464 -1.229  C1 1.094
9 H -1.655 -1.163 1.261  C4 1.091
10 H -2.538 0.384 1.429  C4 1.093
11 H -3.039 -0.817 0.215  C4 1.093
12 N 3.158 0.115 0.542  C13 1.164
13 C 2.189 -0.481 0.788  N12 1.164, O14 1.356
14 O 1.242 -1.438 0.954  C13 1.356, N15 1.461
15 N 0.960 -2.124 -0.305  O14 1.461, H16 1.021, H17 1.024
16 H 1.748 -2.766 -0.398  N15 1.021
17 H 1.066 -1.406 -1.028  N15 1.024

Calculated values
- HOMO level (Eh) = -0.3951
- SMILES = COC(C)=O.N#CON
- Kohn-Sham gap (eV) = 11.35

Let us look at the Löwdin charges, expressed in e, one per atom: -0.075, -0.099, -0.510, 0.016, 0.089, 0.078, 0.096, 0.093, 0.087, 0.092, 0.092, 0.171, -0.316, -0.102, 0.101, 0.098, 0.088

---

*3*
# C4H8N2O3

A single C4H8N2O3 molecule (ωB97M-V/def2-TZVPD, OMol25).

Bonds (Å) are listed after each position.
Geometry (Å):
1 H -1.404 0.718 1.295  N2 1.018
2 N -1.347 1.392 0.534  H1 1.018, C3 1.289
3 C -0.762 0.907 -0.506  N2 1.289, O4 1.322, C5 1.510
4 O -0.570 1.832 -1.431  C3 1.322, H11 1.089
5 C 0.083 -0.339 -0.627  C3 1.510, C6 1.538, C8 1.534, H12 1.097
6 C -0.485 -1.515 0.184  C5 1.538, O7 1.405, H13 1.097, H14 1.104
7 O -1.753 -1.920 -0.268  C6 1.405, H15 0.962
8 C 1.559 -0.141 -0.257  C5 1.534, N9 1.343, O10 1.225
9 N 1.831 0.702 0.752  C8 1.343, H16 1.011, H17 1.011
10 O 2.422 -0.795 -0.830  C8 1.225
11 H -0.816 2.687 -0.803  O4 1.089
12 H 0.080 -0.613 -1.690  C5 1.097
13 H 0.188 -2.371 0.054  C6 1.097
14 H -0.504 -1.273 1.260  C6 1.104
15 H -2.423 -1.298 0.030  O7 0.962
16 H 2.788 0.806 1.063  N9 1.011
17 H 1.113 1.219 1.240  N9 1.011

Calculated values
- HOMO level (Eh) = -0.3720
- SMILES = [H]/N=C(/O)[C@H](CO)C(N)=O
- Kohn-Sham gap (eV) = 10.61

Let us look at the Löwdin charges, expressed in e, one per atom: 0.046, 0.127, -0.492, 0.044, -0.151, -0.226, -0.036, -0.506, 0.192, 0.061, 0.205, 0.164, 0.137, 0.126, 0.087, 0.123, 0.100

---

*3* ends up most stable, edging out the next structure by 0.1020 hartree.